Computed, not measured: a 2-piece molecular cluster, C2H6ClN overall in a non-equilibrium geometry, with ωB97M-V/def2-TZVPD.

Structure (XYZ):
```
10
Properties=species:S:1:pos:R:3:forces:R:3
C -0.0229 1.2554 -0.2888 -4.7683 0.5673 0.2581
C 0.5843 -1.4321 0.2718 -3.2051 3.3205 1.6621
N -0.4367 0.2463 0.6686 3.2105 -4.1787 -0.2391
Cl -2.0263 -0.2513 0.2669 -0.4416 0.0241 -0.0467
H -0.6380 2.0571 0.1826 0.4293 0.4157 -1.0716
H 0.9278 1.6113 -0.3150 3.1356 0.1992 0.5100
H -0.3984 1.1027 -1.3104 0.1773 -0.1266 0.1187
H 0.2638 -1.4719 -0.7293 -1.1310 -1.0707 -0.9702
H 1.5382 -1.0181 0.1586 1.7553 0.1409 1.0842
H 0.2082 -2.0994 1.0950 0.8380 0.7085 -1.3055
```
Forces are in eV/Å.

As for the charge: 0. The value obtained for the HOMO energy is -8.82 eV. Its calculated total energy is -594.6065 Eh. The value obtained for the HOMO-LUMO gap is 9.66 eV. Its largest force on an atom is 5.3 eV Å⁻¹.

natural (NBO) population analysis, charges in e, atoms 1 to 5: number 1, C, carries -0.46; number 2, C, carries -0.39; number 3, N, carries -0.43; number 4, Cl, carries 0.06; number 5, H, carries 0.21